{"formula": "C37H37N4O9PS2V", "method": "ωB97M-V with the def2-TZVPD basis set", "elements": ["V", "O", "S", "O", "O", "C", "C", "C", "C", "C", "C", "P", "C", "C", "C", "C", "C", "C", "C", "C", "C", "C", "C", "C", "H", "H", "H", "H", "H", "H", "H", "H", "H", "H", "H", "H", "H", "H", "C", "C", "N", "O", "H", "H", "H", "H", "H", "C", "N", "N", "C", "O", "C", "C", "C", "C", "C", "C", "C", "C", "C", "H", "H", "H", "H", "H", "H", "H", "H", "H", "H", "H", "H", "N", "C", "C", "C", "C", "C", "C", "S", "O", "O", "O", "H", "H", "H", "H", "H", "H", "O"], "xyz": [[0.110144, -0.091252, 0.153479], [0.380015, 3.298389, -1.755587], [0.541102, 3.289849, -0.325175], [1.596258, 4.083346, 0.242141], [0.661125, 1.877562, 0.179612], [-0.980720, 3.934678, 0.372078], [-0.947001, 5.283374, 0.712250], [-2.053705, 5.886494, 1.283774], [-3.201810, 5.144759, 1.527372], [-3.236704, 3.804642, 1.187747], [-2.132567, 3.181338, 0.607082], [-2.245929, 1.429176, 0.125743], [-2.714447, 0.647524, 1.778342], [-3.406892, -0.564445, 1.889364], [-3.692816, -1.132350, 3.121533], [-3.314447, -0.493878, 4.293493], [-2.644091, 0.713975, 4.206485], [-2.338929, 1.262732, 2.969641], [-3.827101, 1.272017, -0.769783], [-3.744996, 1.445797, -2.153602], [-4.879955, 1.360027, -2.943758], [-6.109480, 1.098559, -2.358444], [-6.202270, 0.931394, -0.983990], [-5.069271, 1.018904, -0.189069], [-0.043218, 5.847001, 0.528394], [-2.016976, 6.936002, 1.544007], [-4.069161, 5.609298, 1.977420], [-4.135216, 3.230702, 1.379032], [-3.785939, -1.094633, 1.028256], [-4.221423, -2.076159, 3.158439], [-3.544029, -0.930219, 5.256364], [-2.344060, 1.231747, 5.109409], [-1.785524, 2.194407, 2.936425], [-2.785476, 1.652196, -2.615503], [-4.801234, 1.494472, -4.014005], [-6.996723, 1.027003, -2.973398], [-7.162142, 0.733924, -0.525065], [-5.165265, 0.901625, 0.880928], [0.769450, 0.433320, 4.477756], [0.982791, 0.525252, 2.995674], [2.048266, 1.190180, 2.599919], [0.149622, -0.005819, 2.220887], [1.565575, 0.933447, 5.025069], [0.736721, -0.614564, 4.773974], [-0.180322, 0.892081, 4.735868], [2.672408, 1.599310, 3.271394], [2.241961, 1.297620, 1.611643], [6.440261, -0.654138, -1.924383], [5.544255, 0.367460, -1.366779], [4.735480, -0.113867, -0.331787], [3.421521, 0.205078, -0.579792], [2.487148, -0.040545, 0.198042], [3.409177, 0.915759, -1.830817], [4.683879, 0.985704, -2.266055], [5.220782, 1.596661, -3.509694], [5.306964, -0.430836, 0.926641], [4.563486, -1.135957, 1.870895], [5.138282, -1.441673, 3.094949], [6.438264, -1.056098, 3.389629], [7.168235, -0.353007, 2.444008], [6.609888, -0.036929, 1.214765], [7.017744, -1.107825, -1.124426], [7.126426, -0.173804, -2.617034], [5.873449, -1.431244, -2.444263], [2.525573, 1.328437, -2.289527], [4.425037, 2.121109, -4.032253], [5.629460, 0.840892, -4.182356], [6.013518, 2.306988, -3.274144], [3.560230, -1.457927, 1.641604], [4.559858, -1.996762, 3.822448], [6.877961, -1.301329, 4.346924], [8.179532, -0.036449, 2.662536], [7.173858, 0.543847, 0.498828], [-1.680631, -1.425025, -0.040898], [-1.643739, -2.495182, -1.031170], [-0.858757, -2.351667, -2.164126], [-0.895294, -3.319177, -3.152958], [-1.739281, -4.414243, -3.026759], [-2.546737, -4.537554, -1.906793], [-2.510543, -3.568971, -0.912802], [-1.758224, -5.664940, -4.323985], [-0.348530, -5.854532, -4.618973], [-2.515456, -5.019851, -5.383256], [-2.418626, -6.796816, -3.699231], [-1.894470, -1.751715, 0.902555], [-2.529435, -0.902487, -0.238562], [-0.199375, -1.495408, -2.279104], [-0.270379, -3.240461, -4.032757], [-3.199929, -5.396554, -1.830841], [-3.153336, -3.660513, -0.042317], [0.679578, -1.528250, 0.167708]], "atomic_forces_ev_per_a": [[0.144, -1.393, 1.098], [-0.056, -0.091, -0.011], [0.038, 0.075, -0.231], [0.008, 0.000, -0.023], [-0.208, -0.151, 0.000], [0.092, -0.061, 0.275], [-0.001, 0.031, -0.025], [-0.005, -0.010, -0.030], [0.004, -0.008, -0.002], [-0.046, 0.071, -0.043], [0.037, 0.092, -0.266], [-0.515, -0.335, 1.227], [-0.140, 0.324, -0.049], [-0.428, 0.166, 0.293], [0.053, 0.032, 0.071], [0.029, 0.000, -0.047], [-0.030, -0.032, 0.029], [0.049, 0.218, -0.096], [0.200, 0.130, -0.349], [0.009, -0.071, -0.013], [0.008, 0.046, -0.005], [-0.006, 0.006, -0.003], [0.009, 0.011, 0.007], [-0.025, 0.124, -0.016], [0.015, -0.015, 0.037], [-0.003, 0.002, -0.005], [0.003, 0.002, 0.005], [0.005, -0.019, -0.031], [-0.187, 0.156, 0.014], [-0.032, 0.018, 0.000], [-0.012, 0.005, 0.001], [-0.056, 0.031, -0.005], [-0.049, 0.020, 0.004], [0.010, -0.031, 0.004], [-0.002, -0.017, -0.002], [0.002, -0.020, 0.001], [0.000, -0.004, -0.001], [0.005, -0.006, 0.014], [0.109, -0.134, 0.015], [0.081, 0.182, 0.277], [-0.094, 0.125, -0.074], [0.067, 0.104, -0.483], [0.009, -0.025, 0.011], [-0.084, -0.005, -0.024], [-0.025, -0.053, -0.037], [-0.011, -0.013, 0.020], [0.003, -0.026, -0.014], [0.055, -0.015, -0.047], [0.038, 0.097, 0.084], [-0.116, -0.208, -0.090], [-0.189, 0.306, -0.110], [0.540, 0.490, -0.083], [0.016, -0.072, -0.009], [-0.033, -0.059, -0.013], [0.007, -0.051, -0.055], [0.002, -0.021, -0.006], [0.053, -0.165, -0.040], [-0.001, 0.053, 0.010], [-0.011, 0.017, 0.007], [-0.010, -0.009, 0.005], [-0.010, 0.133, 0.068], [-0.001, 0.027, 0.019], [-0.002, 0.018, 0.011], [-0.012, -0.001, 0.020], [0.037, 0.110, 0.021], [-0.008, -0.005, 0.006], [-0.009, -0.001, -0.004], [0.013, -0.013, 0.004], [-0.001, -0.002, -0.036], [0.005, -0.016, -0.010], [0.004, -0.009, -0.004], [0.004, -0.006, -0.007], [-0.017, -0.008, -0.024], [-0.525, 0.634, -0.197], [-0.151, 0.071, -0.091], [0.056, -0.013, 0.015], [-0.069, 0.064, -0.054], [0.082, -0.069, 0.072], [-0.022, 0.064, -0.018], [0.107, -0.126, 0.081], [-0.045, 0.011, -0.033], [-0.003, 0.000, -0.001], [0.006, 0.002, 0.004], [-0.002, -0.006, -0.010], [0.644, -0.474, -0.274], [0.098, -0.030, -0.448], [0.015, -0.002, 0.011], [0.007, -0.012, 0.004], [0.029, -0.022, -0.005], [0.039, 0.010, 0.026], [0.407, -0.142, -0.313]], "lowdin_spin": [1.1434, 0.0008, 0.0011, 0.0001, 0.0074, 0.0000, 0.0000, 0.0000, 0.0000, -0.0001, -0.0002, 0.0004, 0.0014, 0.0008, 0.0000, 0.0011, -0.0001, 0.0007, -0.0002, 0.0000, 0.0000, 0.0000, 0.0000, 0.0000, 0.0000, 0.0000, 0.0000, 0.0000, 0.0001, 0.0000, 0.0001, 0.0000, 0.0001, 0.0000, 0.0000, 0.0000, 0.0000, 0.0000, -0.0006, 0.0023, 0.0008, 0.0139, -0.0001, 0.0000, 0.0001, 0.0001, 0.0001, 0.0000, 0.0000, 0.0002, 0.0009, 0.0069, 0.0003, 0.0000, 0.0000, 0.0000, 0.0001, 0.0000, 0.0000, 0.0000, 0.0000, 0.0000, 0.0000, 0.0000, 0.0002, 0.0000, 0.0000, 0.0000, 0.0000, 0.0000, 0.0000, 0.0000, 0.0000, -0.0007, -0.0004, -0.0002, 0.0000, -0.0003, -0.0004, -0.0005, 0.0000, 0.0000, 0.0000, 0.0000, 0.0024, 0.0001, 0.0003, 0.0000, 0.0000, 0.0000, -0.1823], "e_lumo_ev": [-1.3, -1.0], "multiplicity": 2, "e_tot_ev": -120004.4706}

***

{"formula": "C24H28AsCl2IrN4O3Si", "method": "ωB97M-V with the def2-TZVPD basis set", "elements": ["Ir", "Cl", "C", "C", "C", "N", "C", "O", "C", "C", "C", "C", "C", "N", "C", "C", "C", "Cl", "N", "C", "O", "C", "C", "C", "C", "C", "N", "H", "H", "H", "H", "H", "H", "H", "H", "H", "H", "C", "Si", "C", "C", "O", "H", "H", "H", "H", "H", "H", "H", "H", "H", "C", "As", "C", "C", "H", "H", "H", "H", "H", "H", "H", "H", "H"], "xyz": [[-0.726908, -0.226901, 0.285954], [-2.147132, -5.862317, -3.671760], [-1.492963, -4.831227, -2.445764], [-1.982375, -3.541083, -2.323434], [-1.483226, -2.693900, -1.341102], [-1.928070, -1.404035, -1.064432], [-3.019847, -0.878197, -1.630342], [-3.717245, -1.322011, -2.535335], [-3.422367, 0.383270, -0.950365], [-4.379508, 1.201402, -1.533155], [-4.772427, 2.348869, -0.875921], [-4.241790, 2.606567, 0.382148], [-3.312803, 1.730191, 0.900446], [-2.875185, 0.650818, 0.240518], [-0.479520, -3.139679, -0.489513], [0.014425, -4.432262, -0.620545], [-0.492080, -5.276899, -1.595402], [0.150226, -6.875919, -1.740094], [-0.059686, -2.205679, 0.464023], [0.851149, -2.472589, 1.418470], [1.447458, -3.522563, 1.623179], [1.117430, -1.295063, 2.298512], [2.280269, -1.228825, 3.047428], [2.483391, -0.134208, 3.864004], [1.491622, 0.837678, 3.935005], [0.360674, 0.684484, 3.160952], [0.180846, -0.353106, 2.332140], [-2.762281, -3.195231, -2.980721], [-4.781724, 0.907975, -2.492203], [-5.482323, 3.028799, -1.327865], [-4.550891, 3.470572, 0.954019], [-2.899930, 1.877265, 1.889908], [0.789815, -4.777122, 0.041810], [2.986383, -2.042843, 2.966049], [3.393620, -0.037297, 4.440714], [1.590609, 1.693257, 4.588760], [-0.450754, 1.400421, 3.210582], [3.864811, 0.034049, 0.272256], [2.506964, -0.296865, -1.021255], [2.559117, -2.126032, -1.425066], [3.001945, 0.695328, -2.545772], [1.069989, 0.261991, -0.519324], [4.715628, 0.548099, -0.180115], [4.228721, -0.899172, 0.709391], [3.490357, 0.657058, 1.089454], [3.527164, -2.414949, -1.841043], [1.784937, -2.390471, -2.150334], [2.387837, -2.728475, -0.532281], [4.064047, 0.568257, -2.766185], [2.813282, 1.761031, -2.386113], [2.432986, 0.382071, -3.424120], [-0.641318, 3.193513, -1.259609], [-0.258765, 2.494564, 0.513186], [1.589129, 3.058486, 0.698428], [-1.024260, 3.960157, 1.581139], [-0.260913, 4.208794, -1.374132], [-1.715598, 3.189037, -1.444652], [-0.156776, 2.537289, -1.981689], [1.668551, 4.117262, 0.455523], [2.208278, 2.474275, 0.024114], [1.931668, 2.895957, 1.720022], [-0.516057, 4.884028, 1.307582], [-0.857974, 3.780412, 2.644285], [-2.090625, 4.081697, 1.409648]], "atomic_forces_ev_per_a": [[-0.025, -1.887, 0.361], [-0.032, 0.031, -0.030], [0.123, -0.037, 0.079], [-0.182, 0.132, -0.105], [0.024, -0.156, -0.243], [0.744, 1.552, -0.437], [0.078, -0.157, -0.161], [-0.063, 0.020, 0.021], [-0.245, 0.320, 0.092], [-0.017, 0.097, -0.021], [0.011, -0.019, -0.035], [-0.054, -0.006, 0.003], [-0.063, -0.184, 0.243], [-0.187, -0.296, 0.442], [0.207, -0.350, 0.133], [0.142, -0.035, 0.171], [-0.105, 0.101, -0.114], [0.050, -0.019, 0.060], [-0.390, 1.094, 0.128], [-0.122, 0.044, -0.292], [0.068, 0.000, 0.038], [0.115, -0.238, 0.132], [-0.022, -0.101, 0.251], [-0.007, -0.045, -0.082], [-0.094, -0.072, 0.151], [-0.075, -0.074, 0.176], [0.464, 1.480, -0.323], [0.020, -0.038, -0.009], [0.040, -0.021, -0.011], [-0.040, -0.019, 0.034], [0.010, -0.016, 0.036], [0.055, 0.029, -0.020], [-0.021, -0.057, -0.037], [-0.005, 0.003, -0.014], [-0.001, 0.005, -0.003], [-0.022, 0.012, -0.016], [0.048, 0.063, -0.106], [-0.260, -0.013, 0.021], [0.771, -0.323, -0.197], [-0.207, 0.156, -0.017], [-0.239, -0.050, 0.106], [-0.630, -0.570, 0.430], [0.013, -0.016, 0.013], [0.012, 0.018, -0.001], [0.049, 0.009, -0.016], [0.021, 0.075, -0.010], [0.040, -0.017, -0.021], [0.110, -0.064, -0.050], [-0.007, -0.018, 0.008], [0.044, 0.007, -0.036], [-0.014, 0.034, 0.004], [0.082, 0.035, -0.093], [-0.213, 0.028, -0.848], [0.138, -0.255, 0.061], [-0.062, -0.123, 0.161], [-0.005, 0.009, 0.021], [-0.013, -0.041, 0.058], [0.002, -0.009, 0.010], [-0.080, 0.009, -0.006], [-0.012, 0.006, 0.007], [-0.001, -0.005, -0.003], [0.020, -0.018, -0.048], [-0.005, 0.004, 0.000], [0.020, -0.021, -0.043]], "nbo_charge": [1.2098, 0.0166, -0.0724, -0.2560, 0.1944, -0.6269, 0.6049, -0.6286, 0.1427, -0.2040, -0.1513, -0.2602, 0.0390, -0.4646, 0.1024, -0.2435, -0.0586, 0.0168, -0.5339, 0.6066, -0.6283, 0.1580, -0.2014, -0.1364, -0.2592, 0.0516, -0.4594, 0.2704, 0.2595, 0.2277, 0.2299, 0.2073, 0.2723, 0.2593, 0.2291, 0.2299, 0.2010, -1.1500, 1.9159, -1.1537, -1.1333, -1.1857, 0.2344, 0.2331, 0.2206, 0.2393, 0.2413, 0.2420, 0.2324, 0.2225, 0.2360, -0.9536, 1.0105, -0.9391, -0.9526, 0.2196, 0.2314, 0.2549, 0.2228, 0.2551, 0.2305, 0.2300, 0.2230, 0.2285], "e_lumo_ev": -0.8, "multiplicity": 1, "e_tot_ev": -134047.2243}